1.
Computed, not measured: a cluster of 2 separate species, C4H10O2S in total in a non-equilibrium geometry, with ωB97M-V/def2-TZVPD.

Output
- SMILES = O=CCCCS.O

Element x y z (Å)
S1 -0.714 -2.638 0.418
O1 1.212 2.781 0.281
O2 -1.492 1.801 -2.121
C1 0.203 -0.084 1.063
C2 0.573 1.925 -0.272
C3 0.976 0.454 -0.203
C4 0.566 -1.541 1.131
H1 2.021 0.129 -0.187
H2 -0.680 2.091 -2.547
H3 -0.296 2.260 -0.811
H4 1.530 -1.901 0.776
H5 -1.421 -1.890 -0.425
H6 0.470 -0.062 -1.113
H7 -2.131 1.385 -2.787
H8 0.468 0.465 1.997
H9 -0.872 0.018 0.842
H10 0.580 -1.902 2.216

In elementary charge units, the natural (NBO) charges are: atom 1 (S): -0.06, atom 2 (O): -0.53, atom 3 (O): -0.96, atom 4 (C): -0.41, atom 5 (C): 0.41, atom 6 (C): -0.50, atom 7 (C): -0.51, atom 8 (H): 0.23, atom 9 (H): 0.48, atom 10 (H): 0.15, atom 11 (H): 0.22, atom 12 (H): 0.12, atom 13 (H): 0.21, atom 14 (H): 0.49, atom 15 (H): 0.23, atom 16 (H): 0.22, atom 17 (H): 0.23

=====

2.
Computed, not measured: a cluster of 2 separate species, C4H10O3 in total in a non-equilibrium geometry, with ωB97M-V/def2-TZVPD.

Output
- charge = -2

Element x y z (Å)
O1 -1.178 -1.568 1.550
O2 1.616 2.233 -2.337
O3 -2.258 -2.955 -0.190
C1 0.071 -1.011 1.203
C2 0.955 2.090 -1.155
C3 -0.022 0.423 0.601
C4 0.862 0.622 -0.646
H1 -2.818 -2.255 -0.538
H2 0.624 -0.888 2.149
H3 0.672 -1.663 0.550
H4 1.495 2.692 -0.382
H5 -1.549 -2.147 0.672
H6 1.844 0.182 -0.426
H7 0.482 0.064 -1.512
H8 0.374 1.105 1.364
H9 -0.116 2.426 -1.241
H10 -1.054 0.650 0.339

In elementary charge units, the natural (NBO) charges are: atom 1 (O): -0.84, atom 2 (O): -1.00, atom 3 (O): -1.23, atom 4 (C): -0.04, atom 5 (C): -0.01, atom 6 (C): -0.43, atom 7 (C): -0.42, atom 8 (H): 0.41, atom 9 (H): 0.11, atom 10 (H): 0.13, atom 11 (H): 0.06, atom 12 (H): 0.50, atom 13 (H): 0.16, atom 14 (H): 0.19, atom 15 (H): 0.16, atom 16 (H): 0.06, atom 17 (H): 0.19

=====

3.
Computed, not measured: an isolated molecule of C4H10O3 in a non-equilibrium geometry, with ωB97M-V/def2-TZVPD.

Element x y z (Å)
O1 -0.424 0.124 1.746
O2 0.897 -0.440 -0.065
O3 -1.527 1.340 -0.491
C1 -1.706 -0.025 -0.188
C2 1.590 0.850 -0.186
C3 0.510 -1.163 -1.392
C4 -0.484 -0.583 0.556
H1 1.956 1.205 0.785
H2 0.280 -0.278 2.269
H3 1.407 -1.730 -1.631
H4 0.411 -0.289 -2.051
H5 0.912 1.573 -0.636
H6 2.448 0.688 -0.850
H7 -2.560 -0.165 0.502
H8 -1.355 1.770 0.358
H9 -1.917 -0.560 -1.112
H10 -0.556 -1.669 0.678

In elementary charge units, the natural (NBO) charges are: atom 1 (O): -0.73, atom 2 (O): -0.41, atom 3 (O): -0.71, atom 4 (C): -0.11, atom 5 (C): -0.26, atom 6 (C): -0.61, atom 7 (C): 0.37, atom 8 (H): 0.19, atom 9 (H): 0.48, atom 10 (H): 0.14, atom 11 (H): 0.13, atom 12 (H): 0.22, atom 13 (H): 0.22, atom 14 (H): 0.17, atom 15 (H): 0.47, atom 16 (H): 0.23, atom 17 (H): 0.21

=====

4.
Computed, not measured: a cluster of 3 separate species, C4H10O3 in total in a non-equilibrium geometry, with ωB97M-V/def2-TZVPD.

Output
- SMILES = C=CC(=C)O.O.O

Element x y z (Å)
O1 -3.254 -0.685 2.600
O2 1.541 1.650 -5.065
O3 -1.146 -0.255 0.630
C1 1.071 -1.096 -0.877
C2 1.195 -0.178 0.063
C3 0.106 0.112 1.031
C4 0.392 0.522 2.268
H1 -3.671 -1.413 2.134
H2 1.821 1.807 -5.976
H3 0.112 -1.592 -0.987
H4 -1.609 -0.677 1.367
H5 1.937 0.615 0.080
H6 -3.558 -0.678 3.516
H7 -0.435 0.450 2.969
H8 1.315 1.037 2.499
H9 2.370 1.531 -4.585
H10 1.815 -1.151 -1.667

In elementary charge units, the natural (NBO) charges are: atom 1 (O): -0.96, atom 2 (O): -0.93, atom 3 (O): -0.70, atom 4 (C): -0.38, atom 5 (C): -0.24, atom 6 (C): 0.29, atom 7 (C): -0.51, atom 8 (H): 0.48, atom 9 (H): 0.47, atom 10 (H): 0.21, atom 11 (H): 0.50, atom 12 (H): 0.21, atom 13 (H): 0.49, atom 14 (H): 0.20, atom 15 (H): 0.21, atom 16 (H): 0.47, atom 17 (H): 0.20

=====

5.
Computed, not measured: a cluster of 3 separate species, C4H10O3 in total in a non-equilibrium geometry, with ωB97M-V/def2-TZVPD.

Element x y z (Å)
O1 1.621 -1.126 -1.168
O2 -1.814 1.746 -0.402
O3 3.206 0.087 0.173
C1 -1.550 -0.530 0.509
C2 0.364 1.107 0.695
C3 -2.766 -1.122 0.193
C4 -0.942 0.645 0.149
H1 4.150 -0.149 -0.044
H2 -1.786 1.683 -1.383
H3 0.334 1.742 1.600
H4 -3.359 -0.721 -0.521
H5 0.906 1.734 0.032
H6 -2.971 -2.036 0.745
H7 2.047 -1.534 -1.927
H8 1.006 0.254 0.817
H9 -0.888 -1.191 1.189
H10 2.442 -0.587 -0.659

In elementary charge units, the natural (NBO) charges are: atom 1 (O): -1.08, atom 2 (O): -0.72, atom 3 (O): -1.17, atom 4 (C): -0.39, atom 5 (C): -0.76, atom 6 (C): -0.05, atom 7 (C): 0.69, atom 8 (H): 0.43, atom 9 (H): 0.51, atom 10 (H): 0.29, atom 11 (H): 0.20, atom 12 (H): 0.30, atom 13 (H): 0.22, atom 14 (H): 0.45, atom 15 (H): 0.32, atom 16 (H): 0.27, atom 17 (H): 0.49

=====

6.
Computed, not measured: a cluster of 3 separate species, C4H10O3 in total in a non-equilibrium geometry, with ωB97M-V/def2-TZVPD.

Element x y z (Å)
O1 -0.425 1.625 0.644
O2 -0.968 2.047 -0.541
O3 0.101 2.494 -1.462
C1 0.025 -1.062 1.772
C2 -1.255 -1.099 -0.445
C3 -0.146 -0.800 0.489
C4 1.403 -0.317 -0.418
H1 -1.015 -1.960 -1.073
H2 0.431 0.584 0.319
H3 1.517 -1.254 -0.952
H4 -0.770 -1.554 2.317
H5 0.273 3.390 -1.133
H6 2.217 -0.222 0.293
H7 0.898 -0.762 2.331
H8 1.327 0.447 -1.192
H9 -1.461 -0.240 -1.084
H10 -2.153 -1.320 0.133

In elementary charge units, the natural (NBO) charges are: atom 1 (O): -0.49, atom 2 (O): -0.07, atom 3 (O): -0.51, atom 4 (C): -0.42, atom 5 (C): -0.68, atom 6 (C): 0.06, atom 7 (C): -0.72, atom 8 (H): 0.22, atom 9 (H): 0.47, atom 10 (H): 0.25, atom 11 (H): 0.22, atom 12 (H): 0.46, atom 13 (H): 0.23, atom 14 (H): 0.21, atom 15 (H): 0.27, atom 16 (H): 0.26, atom 17 (H): 0.23

=====

7.
Computed, not measured: a cluster of 3 separate species, C4H10O3 in total in a non-equilibrium geometry, with ωB97M-V/def2-TZVPD.

Output
- SMILES = C=CC(=C)O.O.O

Element x y z (Å)
O1 0.023 2.233 -1.151
O2 2.176 0.712 -1.781
O3 -1.986 -1.016 0.288
C1 -0.835 0.634 1.533
C2 -0.852 -0.429 0.696
C3 0.418 -2.471 0.205
C4 0.387 -1.167 0.409
H1 1.294 -3.100 0.110
H2 1.316 -0.616 0.449
H3 1.433 1.158 -2.210
H4 -1.738 1.117 1.879
H5 -0.482 -3.061 0.052
H6 2.401 1.365 -1.102
H7 -2.754 -0.610 0.666
H8 -0.832 2.246 -1.590
H9 -0.088 1.946 -0.259
H10 0.119 1.061 1.807

In elementary charge units, the natural (NBO) charges are: atom 1 (O): -0.97, atom 2 (O): -0.95, atom 3 (O): -0.67, atom 4 (C): -0.58, atom 5 (C): 0.32, atom 6 (C): -0.34, atom 7 (C): -0.25, atom 8 (H): 0.20, atom 9 (H): 0.23, atom 10 (H): 0.49, atom 11 (H): 0.20, atom 12 (H): 0.20, atom 13 (H): 0.46, atom 14 (H): 0.48, atom 15 (H): 0.48, atom 16 (H): 0.49, atom 17 (H): 0.21

=====

8.
Computed, not measured: an isolated molecule of C4H10O4Si in a non-equilibrium geometry, with ωB97M-V/def2-TZVPD.

Output
- SMILES = CO[SiH](OC)OC(C)=O

Element x y z (Å)
Si1 -0.657 -0.019 -0.805
O1 -0.928 1.466 -1.386
O2 0.882 -0.276 0.383
O3 0.105 1.311 1.823
O4 -0.125 -0.926 -1.994
C1 0.281 -2.287 -1.982
C2 0.710 0.291 1.543
C3 -1.473 2.612 -0.818
C4 1.575 -0.391 2.567
H1 1.515 -1.492 2.517
H2 -0.294 -2.758 -2.704
H3 -2.484 2.428 -1.027
H4 0.122 -2.931 -1.007
H5 1.330 -0.143 3.564
H6 -1.401 2.531 0.236
H7 2.535 -0.305 2.206
H8 1.290 -2.215 -2.032
H9 -1.782 -0.467 0.133
H10 -1.202 3.571 -1.217

In elementary charge units, the natural (NBO) charges are: atom 1 (Si): 2.08, atom 2 (O): -0.91, atom 3 (O): -0.80, atom 4 (O): -0.64, atom 5 (O): -0.91, atom 6 (C): -0.22, atom 7 (C): 0.80, atom 8 (C): -0.24, atom 9 (C): -0.72, atom 10 (H): 0.22, atom 11 (H): 0.19, atom 12 (H): 0.17, atom 13 (H): 0.16, atom 14 (H): 0.23, atom 15 (H): 0.20, atom 16 (H): 0.24, atom 17 (H): 0.19, atom 18 (H): -0.23, atom 19 (H): 0.19

=====

The energy relative to the best compared isomer or geometry (same formula, charge and spin) results, record by record, are as follows: 49.9; 11.4; 131.0; 54.9; 151.9; 216.9; 46.9; 17.9 kcal per mole.
The HOMO results, record by record, are as follows: -0.333; 0.017; -0.254; -0.307; -0.266; -0.308; -0.326; -0.369 Eh.
The LUMO energy results, record by record, are as follows: 0.0127; 0.2579; 0.0164; 0.0185; -0.1318; 0.0280; 0.0195; 0.0302 hartree.